{"formula": "C2H6N2OP", "method": "wB97M-V/def2-TZVPD", "gap_ev": 7.21, "homo_energy_ha": -0.099, "total_charge": -1, "multiplicity": 1, "relative_energy_kj_mol": 299.0, "total_energy_ev": -16484.18388, "elements": ["C", "C", "N", "N", "O", "P", "H", "H", "H", "H", "H", "H"], "positions_angstrom": [[0.4384, 0.7045, -0.6064], [0.8623, -0.2126, 0.6183], [-0.9462, 0.5487, -0.9554], [-1.6522, -0.1383, 0.2197], [-1.4086, 0.4237, 1.4855], [-0.5987, -1.2555, 0.9426], [0.7854, 1.7124, -0.2234], [1.0569, 0.5011, -1.5159], [1.8598, -0.4961, 0.5604], [0.7919, 0.3712, 1.5700], [-1.1322, -0.1045, -1.7572], [-0.0568, -2.0547, -0.3383]]}

***

{"formula": "C2H6N2OS", "method": "wB97M-V/def2-TZVPD", "gap_ev": 9.91, "smiles": "CN(S)C(N)=O", "homo_energy_ha": -0.344, "multiplicity": 1, "relative_energy_kj_mol": 252.2, "total_energy_ev": -18032.19163, "elements": ["C", "C", "H", "H", "H", "H", "H", "H", "N", "N", "O", "S"], "positions_angstrom": [[-0.1037, -0.8946, 1.1488], [0.1818, 0.3985, -0.9970], [0.1540, -0.7712, 2.3321], [-1.2538, -0.6817, 1.0463], [0.0214, -1.7921, 0.6636], [2.6082, 1.0078, 0.6394], [-1.3419, 0.2324, -2.2979], [-2.0975, -0.0139, -0.8580], [0.6038, 0.1191, 0.3961], [-1.0917, -0.2461, -1.2824], [0.8030, 1.0460, -1.7764], [1.5164, 1.5958, 0.9853]]}

***

{"formula": "C2H6N2OS", "method": "wB97M-V/def2-TZVPD", "gap_ev": 9.12, "homo_energy_ha": -0.331, "multiplicity": 1, "relative_energy_kj_mol": 459.4, "total_energy_ev": -18030.04424, "elements": ["C", "C", "H", "H", "H", "H", "H", "H", "N", "N", "O", "S"], "positions_angstrom": [[1.8935, 0.0692, 0.0242], [-0.5509, 0.3403, 0.2181], [2.6928, 0.1857, 1.1224], [1.9678, 1.0816, -0.4226], [2.2258, -0.9403, -0.5904], [0.4896, -1.4447, -0.1277], [-1.6917, -1.3118, -0.6242], [-2.7114, 0.9168, -0.0862], [0.6335, -0.3750, 0.1459], [-1.6232, -0.6130, 0.2071], [-2.8108, 0.0201, 0.0768], [-0.5150, 2.0711, 0.0566]]}

***

{"formula": "C2H6N2OS", "method": "wB97M-V/def2-TZVPD", "gap_ev": 10.15, "homo_energy_ha": -0.356, "multiplicity": 1, "relative_energy_kj_mol": 366.7, "total_energy_ev": -18031.00475, "elements": ["C", "C", "H", "H", "H", "H", "H", "H", "N", "N", "O", "S"], "positions_angstrom": [[0.4963, -1.2873, -1.0713], [-0.0709, 0.8717, -0.2060], [1.8849, -1.0243, -1.0664], [-0.0745, -0.8655, -2.1896], [0.3773, -2.5756, -0.5363], [0.1771, -1.1063, 2.4512], [-1.2155, 1.6299, 1.4391], [-0.4844, 2.6378, 0.2185], [-0.1454, -0.4773, 0.0671], [-0.5049, 1.8089, 0.7348], [0.3536, 1.4024, -1.3059], [-0.7936, -1.0143, 1.4650]]}

***

{"formula": "C2H6N2OS", "method": "wB97M-V/def2-TZVPD", "gap_ev": 10.09, "smiles": "NNC(=O)CS", "homo_energy_ha": -0.344, "multiplicity": 1, "relative_energy_kj_mol": 226.8, "total_energy_ev": -18032.45454, "elements": ["C", "C", "H", "H", "H", "H", "H", "H", "N", "N", "O", "S"], "positions_angstrom": [[0.5895, 0.6069, -0.0588], [-0.9520, 0.9727, -0.2438], [2.5213, -1.3811, 1.1569], [3.1093, -0.3829, -0.2477], [0.3543, -1.2433, -0.8333], [-1.3212, 1.7743, 0.3783], [-0.9362, 1.3587, -1.2513], [-2.1983, -0.3642, 1.3667], [2.3193, -1.1160, -0.0079], [1.0143, -0.6785, -0.2255], [1.4142, 1.4599, 0.2524], [-2.1252, -0.5223, 0.0538]]}

***

{"formula": "C2H6N2OS", "method": "wB97M-V/def2-TZVPD", "gap_ev": 10.12, "smiles": "CSNC(N)=O", "homo_energy_ha": -0.348, "multiplicity": 1, "relative_energy_kj_mol": 22.0, "total_energy_ev": -18034.57722, "elements": ["C", "C", "H", "H", "H", "H", "H", "H", "N", "N", "O", "S"], "positions_angstrom": [[-1.7525, 0.2434, 0.6423], [1.4381, -0.3592, -0.2502], [-1.3810, 1.2449, 0.7773], [-2.8603, 0.2051, 0.6798], [-1.4180, -0.4402, 1.3757], [0.4273, -2.1226, 0.0189], [2.1673, 1.4680, -0.6068], [0.4649, 1.3339, -0.9579], [0.3024, -1.1239, -0.2325], [1.3221, 0.8938, -0.7139], [2.5238, -0.7531, 0.1546], [-1.2342, -0.5901, -0.8874]]}

***

{"formula": "C2H6N2OS", "method": "wB97M-V/def2-TZVPD", "gap_ev": 10.19, "smiles": "S[C@H]1CNNO1", "homo_energy_ha": -0.345, "multiplicity": 1, "relative_energy_kj_mol": 404.6, "total_energy_ev": -18030.61140, "elements": ["C", "C", "N", "N", "O", "S", "H", "H", "H", "H", "H", "H"], "positions_angstrom": [[-0.3275, 1.0639, -0.3311], [0.6423, 0.0355, 0.4672], [-1.4764, 0.2007, -0.5563], [-0.9554, -1.1254, -0.7140], [-0.0894, -1.2302, 0.4778], [2.2758, 0.0313, -0.3332], [-0.3105, 2.0440, 0.2526], [0.2406, 1.1910, -1.2653], [0.6469, 0.3515, 1.5275], [-2.0741, 0.1780, 0.3929], [-1.6023, -1.8753, -0.4526], [3.0300, -0.8650, 0.5343]]}

***

{"formula": "C2H6N2OS", "method": "wB97M-V/def2-TZVPD", "gap_ev": 8.89, "smiles": "CO/N=C/NS", "homo_energy_ha": -0.300, "multiplicity": 1, "relative_energy_kj_mol": 322.3, "total_energy_ev": -18031.46446, "elements": ["C", "C", "H", "H", "H", "H", "H", "H", "N", "N", "O", "S"], "positions_angstrom": [[2.5670, 0.1083, -0.1644], [-0.8545, -0.3390, 0.0104], [2.7713, 0.5739, -1.1236], [3.3977, -0.5992, 0.0079], [2.5618, 0.7970, 0.6425], [-1.0044, -1.4257, -0.1022], [-1.7935, 1.4144, -0.0715], [-3.7436, -0.3193, 1.0876], [0.3015, 0.2497, -0.0028], [-1.9665, 0.4057, -0.0111], [1.3340, -0.6719, -0.0626], [-3.5707, -0.1938, -0.2102]]}

***

{"formula": "C2H6N2P2", "method": "wB97M-V/def2-TZVPD", "gap_ev": 8.61, "smiles": "[H]/N=P/[C@H]1C=P1.N", "homo_energy_ha": -0.317, "multiplicity": 1, "relative_energy_kj_mol": 147.7, "total_energy_ev": -23725.67266, "elements": ["C", "C", "N", "N", "P", "P", "H", "H", "H", "H", "H", "H"], "positions_angstrom": [[1.1199, -2.0119, 0.5636], [1.1446, -0.7301, 1.4284], [1.4983, 0.4615, -0.6896], [-2.3350, 1.4698, -1.0618], [2.7268, -1.5356, 0.7716], [0.6464, 0.7462, 0.5616], [0.5627, -2.8001, 0.1057], [0.8479, -0.8013, 2.4919], [1.6199, 1.2098, -1.4014], [-2.2386, 0.5341, -0.7019], [-2.5304, 2.0626, -0.2669], [-3.0626, 1.3952, -1.8011]]}

***

{"formula": "C2H6N2S", "method": "wB97M-V/def2-TZVPD", "gap_ev": 8.49, "homo_energy_ha": -0.306, "multiplicity": 1, "relative_energy_kj_mol": 539.5, "total_energy_ev": -15981.20662, "elements": ["C", "C", "H", "H", "H", "H", "H", "H", "N", "N", "S"], "positions_angstrom": [[-1.1729, 1.5966, 0.0154], [-0.3036, 0.2918, -0.0253], [-1.3814, 1.6494, 1.2440], [-0.4430, 2.4552, -0.5346], [-2.3740, 1.2098, -0.6091], [1.1576, 1.6849, -0.3491], [2.7334, -0.4890, -1.1579], [2.0750, -1.1930, 0.5506], [0.9435, 0.6019, 0.0634], [2.1731, -0.1527, 0.1173], [-0.9203, -1.2370, -0.0218]]}

***

{"formula": "C2H6N2S", "method": "wB97M-V/def2-TZVPD", "gap_ev": 9.43, "smiles": "NC/C=N/S", "homo_energy_ha": -0.324, "multiplicity": 1, "relative_energy_kj_mol": 353.8, "total_energy_ev": -15983.13117, "elements": ["C", "C", "H", "H", "H", "H", "H", "H", "N", "N", "S"], "positions_angstrom": [[-0.9852, -0.6050, 0.0348], [0.5379, -0.5160, 0.4122], [-1.0490, 1.7535, -0.3671], [-2.6314, 0.8274, -0.3269], [-1.1191, -1.3067, -0.9271], [-1.6241, -0.8738, 1.0512], [0.5003, -0.0373, 1.4598], [3.4872, 0.4096, -1.1148], [-1.4791, 0.7628, -0.0045], [1.5192, -0.6767, -0.3822], [2.8431, 0.2622, 0.1647]]}

***

{"formula": "C2H6N3O", "method": "wB97M-V/def2-TZVPD", "gap_ev": 10.75, "homo_energy_ha": -0.548, "total_charge": 1, "multiplicity": 1, "relative_energy_kj_mol": 618.4, "total_energy_ev": -8676.80837, "elements": ["C", "C", "N", "N", "N", "O", "H", "H", "H", "H", "H", "H"], "positions_angstrom": [[-0.0089, 0.5179, -0.7589], [1.1594, 0.6912, 0.2552], [-0.0975, 1.2716, -1.7773], [-0.7163, -0.5938, -0.3116], [-0.4257, -1.1266, 0.9435], [0.5943, -0.4181, 1.5678], [2.3214, 0.4407, 0.0382], [1.1702, 1.6986, 0.6675], [-0.8388, 1.3553, -2.4201], [-1.6693, -0.5571, -0.6546], [-1.3314, -1.2288, 1.5371], [-0.1573, -2.0509, 0.9130]]}

***

{"formula": "C2H6N3O2", "method": "wB97M-V/def2-TZVPD", "gap_ev": 6.57, "smiles": "C[N-][N+](=O)[N-]OC", "homo_energy_ha": -0.096, "total_charge": -1, "multiplicity": 1, "relative_energy_kj_mol": 873.9, "total_energy_ev": -10730.19272, "elements": ["C", "C", "N", "N", "N", "O", "O", "H", "H", "H", "H", "H", "H"], "positions_angstrom": [[-2.7058, 1.2783, -0.6165], [2.5995, -1.1666, 0.1042], [0.6628, 0.1971, -0.0043], [-1.4023, 0.8105, -0.9550], [-0.4637, 0.1083, 0.3469], [-0.9050, -0.3334, 1.3949], [1.5963, -0.5469, 0.8054], [-3.3903, 0.6714, -0.0470], [-3.1494, 1.4254, -1.6743], [-2.9115, 2.3831, -0.2446], [3.2531, -0.5573, -0.5454], [2.1652, -1.9838, -0.5727], [3.2706, -1.6291, 0.8782]]}

***

{"formula": "C2H6N3O2", "method": "wB97M-V/def2-TZVPD", "gap_ev": 8.87, "homo_energy_ha": -0.165, "total_charge": -1, "multiplicity": 1, "relative_energy_kj_mol": 23.0, "total_energy_ev": -10739.01207, "elements": ["N", "C", "O", "O", "H", "H", "N", "C", "N", "H", "H", "H", "H"], "positions_angstrom": [[1.4077, 2.3999, 1.0597], [0.7924, 1.1949, 0.6100], [1.3674, 0.1367, 0.9243], [-0.2388, 1.3504, -0.0969], [0.8330, 3.2204, 1.0205], [1.9983, 2.3072, 1.8631], [-1.8225, -0.8185, -0.9801], [-0.6753, -1.5785, -0.9150], [-0.6979, -2.8378, -0.6795], [-1.6720, 0.0770, -0.4926], [-2.6244, -1.3122, -0.6108], [0.1989, -0.9748, -1.1335], [0.2734, -3.1406, -0.6881]]}

***

{"formula": "C2H6N3O2", "method": "wB97M-V/def2-TZVPD", "gap_ev": [9.14, 9.14], "homo_energy_ha": [-0.522, -0.522], "total_charge": 1, "multiplicity": 1, "relative_energy_kj_mol": 569.0, "total_energy_ev": -10723.04747, "elements": ["C", "C", "N", "N", "N", "O", "O", "H", "H", "H", "H", "H", "H"], "positions_angstrom": [[-0.9170, -0.4245, 0.5679], [2.0736, 0.5256, -0.4523], [1.1429, 0.2232, 0.3440], [-1.4548, 0.3786, -0.3840], [-0.8935, -1.6923, 0.9342], [-0.6274, 1.3211, -0.9492], [-2.6675, 0.4200, -0.5904], [2.0115, 0.4838, -1.5472], [3.0322, 0.7975, 0.0330], [-1.0847, 2.0386, -1.4904], [1.3020, 0.2720, 1.3321], [-0.8380, -1.9369, 1.9383], [-1.0792, -2.4068, 0.2639]]}

***

{"formula": "C2H6N3OS", "method": "wB97M-V/def2-TZVPD", "gap_ev": 9.24, "homo_energy_ha": -0.499, "total_charge": 1, "multiplicity": 1, "relative_energy_kj_mol": 444.8, "total_energy_ev": -19513.61175, "elements": ["C", "C", "N", "N", "N", "O", "S", "H", "H", "H", "H", "H", "H"], "positions_angstrom": [[0.9401, -2.5053, -1.7710], [-0.0934, -0.4368, -0.5415], [-0.1408, -2.2765, -2.3696], [-0.7282, 0.5902, -0.0978], [-0.0348, 2.0670, 1.9304], [-0.9700, -1.3897, -2.0529], [1.3049, -1.3259, -0.3534], [1.6576, -3.4030, -1.9672], [-0.3884, 1.4441, 0.8408], [-1.7113, 0.6640, -0.2010], [0.7343, 1.4488, 2.2642], [-0.8640, 2.0723, 2.3832], [0.2941, 3.0509, 1.9357]]}

***

{"formula": "C2H6N3S", "method": "wB97M-V/def2-TZVPD", "gap_ev": 9.16, "homo_energy_ha": -0.496, "total_charge": 1, "multiplicity": 1, "relative_energy_kj_mol": 123.0, "total_energy_ev": -17468.86352, "elements": ["C", "C", "N", "N", "N", "S", "H", "H", "H", "H", "H", "H"], "positions_angstrom": [[1.2122, 1.1149, 1.1560], [0.8942, -0.6835, -0.5802], [1.2809, 0.2424, 0.1974], [-1.2079, 1.5849, 0.1872], [0.1588, -1.7425, -0.1693], [-0.0962, 2.1752, 1.3198], [2.0277, 1.4799, 1.7022], [1.1325, -0.5745, -1.6989], [-0.7375, 1.2750, -0.6312], [-1.8871, 2.2836, 0.0874], [0.0320, -1.8855, 0.8788], [0.0609, -2.5081, -0.8558]]}

***

{"formula": "C2H6N3S", "method": "wB97M-V/def2-TZVPD", "gap_ev": 8.55, "homo_energy_ha": -0.478, "total_charge": 1, "multiplicity": 1, "relative_energy_kj_mol": 40.7, "total_energy_ev": -17469.71575, "elements": ["C", "C", "N", "N", "N", "S", "H", "H", "H", "H", "H", "H"], "positions_angstrom": [[3.2731, -0.1507, 0.1404], [1.5979, 1.1458, -0.2116], [2.9206, 1.0778, -0.0080], [0.9117, 0.0332, -0.2245], [-3.2116, -0.4968, 0.0613], [1.9274, -1.2320, 0.0214], [4.2727, -0.4845, 0.3225], [1.1135, 2.0938, -0.3536], [-3.3637, 0.4504, 0.4330], [-4.1080, -0.9222, -0.2066], [-2.7481, -1.0681, 0.7815], [-2.5854, -0.4466, -0.7556]]}

***

{"formula": "C2H6N4", "method": "wB97M-V/def2-TZVPD", "gap_ev": 9.68, "smiles": "NN1C=CNN1", "homo_energy_ha": -0.313, "multiplicity": 1, "relative_energy_kj_mol": 468.5, "total_energy_ev": -8127.23736, "elements": ["C", "C", "N", "N", "N", "N", "H", "H", "H", "H", "H", "H"], "positions_angstrom": [[-1.3492, 0.3990, 0.6402], [-0.6305, 1.0611, -0.2289], [-0.4549, -0.7885, 1.3017], [0.7899, -0.5939, 0.6915], [0.7114, 0.4073, -0.3351], [1.0936, -0.1093, -1.5762], [-2.2966, 0.6855, 1.2255], [-0.8632, 1.9344, -0.7927], [-0.9299, -1.4942, 0.8040], [1.4275, -0.2408, 1.4523], [1.9522, -0.3704, -1.3702], [0.5497, -0.8903, -1.8122]]}

***

{"formula": "C2H6N4", "method": "wB97M-V/def2-TZVPD", "gap_ev": [8.35, 8.34], "homo_energy_ha": [-0.276, -0.276], "multiplicity": 1, "relative_energy_kj_mol": 715.8, "total_energy_ev": -8124.67377, "elements": ["C", "C", "N", "N", "N", "N", "H", "H", "H", "H", "H", "H"], "positions_angstrom": [[-2.0727, -1.6218, 0.0863], [2.4197, 1.2390, 0.0519], [-1.2534, 0.7187, 0.6027], [-1.9229, -0.4005, -0.0166], [-2.0210, 0.6977, -0.6333], [1.6434, 0.2402, -0.1504], [-1.3704, -2.2300, 0.6409], [-2.7085, -2.1201, -0.4928], [3.5062, 1.1093, -0.2009], [1.9148, 2.1197, 0.3117], [-0.1773, 0.7421, 0.5226], [2.0420, -0.4943, -0.7220]]}